Record 1
# C21H37Ge2N3O5PReS

C21H37Ge2N3O5PReS as an isolated structure (ωB97M-V with the def2-TZVPD basis set, the OMol25 dataset).

The calculation puts the HOMO-LUMO gap (alpha / beta) at 6.706 / 7.012 eV. The value obtained for the largest force on an atom is 2.7 eV/Å. As for the spin multiplicity: 3. The value obtained for the total energy is -172356.79783 eV. The total charge is +2. Its energy above the lowest of the compared OMol25 structures with the same formula, charge and spin is 10.19 kcal/mol.

Last column: Löwdin charge in e.
Atoms and positions in Å:
1 Re 0.02947 0.32713 0.08453  1.34
2 O -0.46400 -1.72547 0.45635  -0.37
3 S -1.86316 -1.23123 0.33549  0.42
4 O -2.89361 -1.94935 0.96140  -0.17
5 O -1.68558 0.26270 0.91205  -0.48
6 O -2.07491 -0.93256 -1.15418  -0.41
7 C -3.37236 1.77549 -1.51198  -0.20
8 Ge -3.78049 -0.07212 -1.81891  0.91
9 C -3.59005 -0.66124 -3.63033  -0.18
10 C -5.25473 -0.76124 -0.80773  -0.17
11 Ge 0.12176 2.73052 -0.24848  1.01
12 C -0.77691 3.91328 0.90271  -0.38
13 C -0.96039 5.25583 0.54558  -0.09
14 C -1.71239 6.08597 1.35786  -0.05
15 C -2.28869 5.58357 2.52094  -0.03
16 C -2.11399 4.25192 2.88592  -0.05
17 C -1.36052 3.41699 2.08064  -0.12
18 C 0.84469 3.67368 -1.73670  -0.39
19 C 1.74386 4.72107 -1.51169  -0.13
20 C 2.29997 5.39876 -2.58878  -0.05
21 C 1.94210 5.05095 -3.88674  -0.04
22 C 1.03633 4.02021 -4.11469  -0.06
23 C 0.50178 3.32005 -3.04287  -0.15
24 H -4.13121 2.37425 -2.02044  0.05
25 H -2.40287 2.02829 -1.94098  0.00
26 H -3.39262 2.01872 -0.44842  0.03
27 H -4.57416 -0.82248 -4.07163  0.04
28 H -3.04623 -1.60519 -3.64225  0.04
29 H -3.05265 0.07663 -4.22400  0.03
30 H -5.99435 -1.13775 -1.51175  0.04
31 H -5.68763 0.04034 -0.21321  0.05
32 H -4.94868 -1.57187 -0.14680  0.02
33 H -0.51869 5.64689 -0.36241  0.10
34 H -1.85353 7.12447 1.08910  0.12
35 H -2.88256 6.23595 3.14889  0.12
36 H -2.56228 3.87465 3.79505  0.12
37 H -1.22302 2.38189 2.37284  0.08
38 H 2.00424 5.02148 -0.50152  0.11
39 H 2.99863 6.20765 -2.41521  0.12
40 H 2.36392 5.59164 -4.72452  0.12
41 H 0.74883 3.76394 -5.12778  0.12
42 H -0.19025 2.50544 -3.23556  0.09
43 C 5.02328 1.75143 -1.41553  -0.07
44 N 3.81115 1.24179 -0.74763  -0.28
45 C 3.56752 1.86753 0.55728  -0.08
46 P 3.20256 -0.21362 -1.12656  0.59
47 O 1.76359 -0.29461 -0.50032  -0.48
48 N 3.96604 -1.53176 -0.60716  -0.30
49 C 5.37248 -1.71966 -1.00745  -0.06
50 C 3.59071 -2.23715 0.63252  -0.05
51 N 3.19329 -0.26459 -2.75035  -0.28
52 C 2.90771 -1.55844 -3.40979  -0.05
53 C 2.54496 0.86042 -3.45328  -0.07
54 H 5.89336 1.64739 -0.76527  0.10
55 H 4.88842 2.80897 -1.64963  0.09
56 H 5.20858 1.21659 -2.34311  0.08
57 H 4.45517 1.80948 1.18942  0.10
58 H 2.74910 1.38645 1.08608  0.05
59 H 3.32154 2.92327 0.41630  0.08
60 H 5.57461 -1.22792 -1.95691  0.08
61 H 5.56135 -2.78493 -1.13086  0.10
62 H 6.05613 -1.33155 -0.25004  0.10
63 H 2.52918 -2.13493 0.83350  0.07
64 H 4.16134 -1.86870 1.48779  0.10
65 H 3.80668 -3.29720 0.50612  0.10
66 H 3.40161 -2.37341 -2.89275  0.08
67 H 3.28451 -1.51396 -4.42953  0.10
68 H 1.83280 -1.75755 -3.44279  0.10
69 H 2.90810 1.81936 -3.09351  0.07
70 H 1.45747 0.82903 -3.33461  0.07
71 H 2.77120 0.78101 -4.51491  0.10

=====

Record 2
# C21H37N2O2

An isolated ion of composition C21H37N2O2 and charge +1 (ωB97M-V with the def2-TZVPD basis set, the OMol25 dataset).

The calculation puts the HOMO-LUMO gap at 8.562 eV. The value obtained for the largest force on an atom is 1.0 eV/Å. The value obtained for the total energy is -29447.49274 eV. The total charge is +1. Its energy above the lowest of the compared OMol25 structures with the same formula, charge and spin is 1.16 kcal/mol.

Last column: natural (NBO) charge in e.
Atoms and positions in Å:
1 C 2.59657 -4.24589 2.34764  -0.63
2 C 1.22647 -4.65261 1.82991  -0.21
3 N 0.98646 -4.15322 0.45581  -0.43
4 C 1.77896 -4.85971 -0.57859  -0.23
5 C 0.88871 -6.01901 -0.99501  -0.42
6 H 0.90306 -6.81368 -0.24933  0.21
7 C -0.48295 -5.35148 -1.06373  -0.42
8 H -0.62441 -4.90237 -2.04469  0.22
9 H -1.29403 -6.05438 -0.89101  0.24
10 C -0.44355 -4.25630 0.01498  -0.04
11 H -1.05570 -4.53760 0.87422  0.23
12 C -0.90236 -2.88021 -0.49618  -0.23
13 N 0.01974 -2.39060 -1.50897  -0.67
14 H -0.33793 -2.56790 -2.43715  0.39
15 C 0.44407 -1.00162 -1.38922  -0.25
16 H 0.58654 -0.58213 -2.38513  0.22
17 H -0.30008 -0.38906 -0.86367  0.20
18 C 1.79153 -0.91615 -0.64661  0.07
19 C 2.24998 0.53745 -0.44233  -0.09
20 O 1.43273 1.13158 0.53788  -0.55
21 C 0.47560 2.07891 0.20701  0.34
22 C 0.09567 2.42719 -1.07572  -0.31
23 C -0.87119 3.40050 -1.28050  -0.20
24 C -1.48588 4.04464 -0.21883  0.00
25 C -1.09737 3.66666 1.06503  -0.19
26 C -0.13573 2.70292 1.30131  -0.07
27 C 0.26126 2.32344 2.69582  -0.63
28 H -0.12076 1.33302 2.94667  0.21
29 H 1.34540 2.29488 2.78478  0.23
30 H -0.13534 3.03493 3.41391  0.22
31 H -1.54892 4.14153 1.92238  0.21
32 C -2.53401 5.13013 -0.39746  -0.08
33 C -3.83592 4.69269 0.28830  -0.59
34 H -4.59932 5.45539 0.15597  0.21
35 H -4.19885 3.76367 -0.14699  0.21
36 H -3.69301 4.53856 1.35407  0.21
37 C -2.84038 5.41405 -1.87020  -0.61
38 H -3.23154 4.52987 -2.36855  0.21
39 H -1.95321 5.75929 -2.39566  0.21
40 H -3.59323 6.19587 -1.93743  0.22
41 C -2.01799 6.42601 0.24359  -0.59
42 H -1.08045 6.72747 -0.21854  0.21
43 H -2.74291 7.22428 0.10438  0.21
44 H -1.84887 6.30334 1.30958  0.21
45 H -1.12730 3.64274 -2.29802  0.22
46 H 0.54119 1.96235 -1.94241  0.21
47 H 2.26488 1.08880 -1.38230  0.20
48 H 3.26503 0.52667 -0.02865  0.21
49 H 2.54920 -1.47845 -1.20084  0.19
50 O 1.69806 -1.52122 0.63654  -0.76
51 H 1.37183 -0.82218 1.22964  0.51
52 H -0.92256 -2.18311 0.34632  0.21
53 H -1.93033 -2.97842 -0.86485  0.22
54 H 1.19109 -6.44489 -1.94758  0.25
55 H 1.91617 -4.17499 -1.41651  0.24
56 H 2.74700 -5.16381 -0.18933  0.23
57 H 1.24953 -3.13585 0.46055  0.51
58 H 0.46151 -4.21906 2.47701  0.22
59 H 1.11310 -5.73806 1.83849  0.22
60 H 3.40184 -4.76414 1.83547  0.22
61 H 2.66693 -4.49295 3.40290  0.24
62 H 2.74314 -3.17466 2.23633  0.23

=====

Record 3
# C21H37N3O6

A 3-piece molecular cluster, C21H37N3O6 overall (ωB97M-V with the def2-TZVPD basis set, the OMol25 dataset).

The calculation puts the HOMO-LUMO gap at 9.454 eV. The value obtained for the largest force on an atom is 2.3 eV/Å. The value obtained for the total energy is -39129.90890 eV. The total charge is 0. Its energy above the lowest of the compared OMol25 structures with the same formula, charge and spin is 116.40 kcal/mol.

Last column: natural (NBO) charge in e.
Atoms and positions in Å:
1 C 2.32102 2.31063 0.73677  -0.68
2 C 1.09847 1.44704 0.88968  0.43
3 C 0.66946 1.20366 2.31935  -0.72
4 N 0.54751 0.95578 -0.15163  -0.52
5 C -0.89347 1.13882 -0.25880  -0.15
6 C -1.03789 2.47295 -0.88832  0.29
7 N -1.23788 3.53365 -1.33202  -0.31
8 C -1.57658 0.02540 -1.16453  -0.13
9 C -1.70298 0.62633 -2.51693  0.30
10 N -1.75415 1.05219 -3.60058  -0.31
11 C -3.01648 -0.27653 -0.72682  -0.39
12 C -3.21579 -0.67614 0.73676  -0.44
13 C -4.64969 -0.35973 1.18505  -0.06
14 O -4.66469 0.85617 1.94533  -0.73
15 C -0.68894 -1.20288 -1.39409  -0.43
16 C -0.55436 -2.16818 -0.21843  0.11
17 C 0.53543 -3.18482 -0.58148  -0.64
18 O -0.24518 -1.54974 1.01276  -0.73
19 H 3.15518 1.73442 0.34599  0.24
20 H 2.64569 2.66218 1.71292  0.21
21 H 2.10188 3.18202 0.13037  0.24
22 H 1.31520 0.44652 2.75207  0.24
23 H 0.76964 2.14227 2.85707  0.26
24 H -0.37795 0.94124 2.38530  0.23
25 H -1.40726 1.24347 0.69588  0.23
26 H -3.61387 0.61680 -0.90021  0.22
27 H -3.43756 -1.05242 -1.36048  0.22
28 H -3.06910 -1.73715 0.90357  0.21
29 H -2.56652 -0.16749 1.44039  0.23
30 H -5.04234 -1.17043 1.79353  0.16
31 H -5.28363 -0.21234 0.31081  0.16
32 H -5.16767 0.66402 2.73422  0.47
33 H -1.16094 -1.77151 -2.19463  0.24
34 H 0.28619 -0.93371 -1.78397  0.24
35 H -1.46989 -2.72935 -0.07533  0.17
36 H 0.44776 -3.36467 -1.65489  0.24
37 H 1.51985 -2.74948 -0.41741  0.20
38 H 0.45317 -4.10240 -0.01134  0.21
39 H 0.65188 -1.22050 0.97124  0.47
40 O -0.00690 -4.28457 -3.92176  -0.58
41 C 0.71874 -5.21339 -4.13841  0.80
42 O 1.94013 -5.23192 -3.57518  -0.51
43 C 2.80634 -6.36817 -3.60644  -0.07
44 C 3.63709 -6.40498 -4.87216  -0.64
45 C 0.32882 -6.31334 -5.09723  -0.74
46 H 2.24340 -7.28976 -3.45190  0.17
47 H 3.46099 -6.25649 -2.74376  0.20
48 H 3.01180 -6.50345 -5.75972  0.21
49 H 4.33387 -7.24314 -4.84772  0.22
50 H 4.20342 -5.48006 -4.97877  0.22
51 H 0.57227 -5.99936 -6.11116  0.25
52 H -0.74488 -6.46437 -5.02102  0.25
53 H 0.80084 -7.27090 -4.89004  0.22
54 O 0.07132 3.63348 4.25830  -0.59
55 C 0.38064 4.75965 3.97898  0.80
56 O 1.56759 5.23174 4.39561  -0.51
57 C 2.11700 6.47789 3.95832  -0.07
58 C 1.61568 7.63584 4.79536  -0.64
59 C -0.56814 5.67909 3.24771  -0.75
60 H 1.93884 6.62778 2.89269  0.18
61 H 3.19401 6.37807 4.08171  0.20
62 H 0.53611 7.75753 4.70583  0.21
63 H 2.09330 8.56563 4.48598  0.22
64 H 1.83372 7.46220 5.84897  0.22
65 H -1.24149 6.13737 3.97068  0.25
66 H -1.15067 5.08229 2.54983  0.25
67 H -0.07532 6.45510 2.66711  0.22

=====

- The highest total charge belongs to which entry?
  C21H37Ge2N3O5PReS